Computed, not measured: one molecule with the formula C7H10, with the ωB97M-V functional and the def2-TZVPD basis.

Positions of all 17 atoms, in Å:
C  -1.815  0.390  -0.181
C  -1.647  -0.670  -1.219
C  -0.641  0.448  -1.122
C  0.715  0.089  -0.551
C  1.146  0.622  0.933
C  1.746  -0.786  1.375
C  0.662  -0.940  0.444
H  -2.611  1.120  -0.293
H  -1.581  0.095  0.840
H  -2.330  -0.704  -2.062
H  -0.664  1.213  -1.895
H  1.561  0.332  -1.212
H  0.401  1.137  1.532
H  2.018  1.241  0.729
H  2.821  -0.798  1.164
H  1.508  -1.160  2.371
H  -1.288  -1.629  -0.853

spin multiplicity	1
energy	-272.53570	a.u.
frontier orbital gap	8.6	eV
net charge	0
energy above the lowest of the compared OMol25 structures with the same formula, charge and spin	114.39	kcal/mol
E_LUMO	0.965	eV